one) {"formula": "C20H21N3O3", "method": "ωB97M-V with the def2-TZVPD basis set", "species": ["O", "O", "N", "N", "O", "C", "C", "C", "C", "C", "C", "C", "C", "C", "C", "C", "C", "C", "C", "N", "C", "C", "C", "C", "C", "C", "H", "H", "H", "H", "H", "H", "H", "H", "H", "H", "H", "H", "H", "H", "H", "H", "H", "H", "H", "H", "H"], "xyz": [[-1.702, -0.982, -2.857], [-1.608, 0.938, 3.456], [5.216, 2.229, -1.355], [-2.825, -2.500, 0.913], [0.383, -1.681, -2.094], [-0.900, -1.411, -2.004], [-0.888, 0.203, 2.778], [4.061, 1.685, -1.596], [-2.410, -1.694, 1.834], [5.130, 3.347, -0.499], [3.798, 3.387, -0.100], [-2.338, -2.426, -0.345], [-1.358, -1.482, -0.646], [-0.668, 2.862, -0.776], [0.700, 3.247, -0.885], [-1.100, 1.560, -0.540], [1.231, 1.027, -0.074], [1.719, 2.203, -0.546], [-0.174, 0.613, -0.186], [3.146, 2.347, -0.695], [0.958, -1.444, -3.392], [0.484, -0.238, 3.342], [-2.923, -2.052, 3.208], [-3.121, -3.273, -1.333], [-1.584, -0.489, 1.585], [-0.609, -0.772, 0.405], [3.876, 0.866, -2.378], [5.919, 3.983, -0.029], [3.370, 4.133, 0.502], [-1.429, 3.565, -1.045], [0.968, 4.179, -1.342], [-2.173, 1.293, -0.609], [1.944, 0.308, 0.178], [1.865, -2.079, -3.462], [0.255, -1.655, -4.285], [1.259, -0.466, -3.530], [1.246, 0.324, 2.829], [0.732, -0.175, 4.389], [0.498, -1.341, 3.314], [-2.600, -3.028, 3.526], [-2.475, -1.480, 3.974], [-3.973, -1.746, 3.388], [-3.328, -4.353, -1.075], [-3.910, -2.740, -1.789], [-2.439, -3.490, -2.141], [-2.417, 0.096, 1.317], [0.195, -1.395, 0.668]], "nbo_charge": [-0.596, -0.529, -0.455, -0.471, -0.491, 0.777, 0.623, 0.155, 0.377, -0.115, -0.066, 0.241, -0.182, -0.189, -0.216, -0.226, -0.198, 0.147, -0.005, -0.392, -0.274, -0.739, -0.673, -0.650, -0.403, -0.210, 0.229, 0.223, 0.221, 0.218, 0.227, 0.233, 0.208, 0.198, 0.216, 0.187, 0.244, 0.250, 0.227, 0.239, 0.216, 0.247, 0.234, 0.239, 0.213, 0.265, 0.227], "homo_lumo_gap_ev": 8.627, "spin_multiplicity": 1, "e_lumo_ev": 0.053, "smiles": "COC(=O)C1=C(C)N=C(C)[C@@H](C(C)=O)[C@@H]1c1cccc(-n2ccnc2)c1"}

two) {"formula": "C20H21N3O3", "method": "ωB97M-V with the def2-TZVPD basis set", "species": ["O", "O", "O", "C", "C", "C", "C", "C", "C", "C", "C", "C", "C", "C", "C", "C", "C", "N", "N", "N", "C", "C", "C", "C", "C", "C", "H", "H", "H", "H", "H", "H", "H", "H", "H", "H", "H", "H", "H", "H", "H", "H", "H", "H", "H", "H", "H"], "xyz": [[-0.144, 1.189, 0.750], [0.930, -0.883, -3.387], [-3.232, -0.603, -3.558], [0.195, 0.165, 1.351], [-0.236, -1.332, -3.571], [1.189, -2.162, 1.296], [1.150, -0.790, 3.361], [1.622, -1.940, 2.585], [0.563, 0.320, 2.798], [0.283, -1.149, 0.681], [-0.368, -1.255, -0.564], [-2.486, 0.072, -7.155], [-1.152, -0.285, -7.216], [-3.130, -0.068, -5.883], [-0.434, -0.697, -6.116], [-2.430, -0.552, -4.686], [-1.003, -0.840, -4.803], [-0.874, -2.073, -2.602], [-0.402, -2.436, -1.297], [1.529, -0.823, 4.790], [2.641, -2.908, 3.216], [0.164, 1.508, 3.626], [1.758, -2.029, 5.447], [1.387, 0.522, 5.411], [2.096, -3.288, 4.649], [0.150, 1.266, 5.147], [-4.153, -0.417, -3.770], [1.596, -2.995, 0.698], [-0.760, -0.438, -1.112], [-3.080, 0.510, -8.058], [-0.527, -0.047, -8.131], [-4.147, 0.202, -5.816], [0.611, -0.798, -6.301], [-1.879, -2.294, -2.778], [0.463, -2.978, -1.145], [3.611, -2.413, 3.334], [2.777, -3.879, 2.676], [0.744, 2.324, 3.446], [-0.848, 1.902, 3.420], [2.593, -1.863, 6.118], [0.802, -2.356, 5.934], [1.314, 0.408, 6.516], [2.278, 1.153, 5.281], [2.839, -4.012, 5.115], [1.091, -3.737, 4.414], [-0.045, 2.180, 5.744], [-0.670, 0.574, 5.409]], "nbo_charge": [-0.621, -0.608, -0.688, 0.597, 0.632, -0.177, 0.281, -0.069, -0.214, -0.271, 0.141, -0.172, -0.256, -0.285, -0.142, 0.327, -0.179, -0.466, -0.423, -0.458, -0.417, -0.421, -0.208, -0.209, -0.391, -0.399, 0.496, 0.200, 0.234, 0.232, 0.222, 0.201, 0.235, 0.413, 0.399, 0.209, 0.217, 0.212, 0.222, 0.196, 0.172, 0.200, 0.191, 0.225, 0.199, 0.224, 0.197], "homo_lumo_gap_ev": 7.450, "spin_multiplicity": 1, "e_lumo_ev": 0.060, "smiles": "O=C1C2=C3C(=C/C1=C\\NNC(=O)c1ccccc1O)CCCN3CCC2"}

Energies relative to the minimum, hartree: one) 0.0046; two) 0.0000

one) {"formula": "C2H10NO", "method": "ωB97M-V with the def2-TZVPD basis set", "species": ["N", "H", "H", "H", "H", "C", "O", "C", "H", "H", "H", "H", "H", "H"], "xyz": [[2.151, -0.010, -0.018], [2.162, -0.013, -1.000], [1.167, -0.422, 0.545], [2.128, 0.945, 0.195], [2.961, -0.476, 0.276], [-0.948, 0.359, 0.530], [-0.050, -0.809, 0.919], [-1.769, 0.155, -0.715], [-0.184, 1.138, 0.412], [-1.495, 0.559, 1.528], [-0.458, -1.683, 0.569], [-2.389, -0.700, -0.646], [-0.979, -0.087, -1.666], [-2.297, 1.043, -0.929]], "nbo_charge": [-0.917, 0.421, 0.475, 0.417, 0.429, -0.065, -0.736, -0.629, 0.166, 0.228, 0.525, 0.231, 0.199, 0.256], "homo_lumo_gap_ev": 12.298, "spin_multiplicity": 1, "e_lumo_ev": -3.518, "charge": 1}

two) {"formula": "C2H10NO", "method": "ωB97M-V with the def2-TZVPD basis set", "species": ["N", "H", "H", "H", "H", "C", "O", "C", "H", "H", "H", "H", "H", "H"], "xyz": [[-2.318, -0.410, 0.276], [-2.958, -1.113, -0.115], [-1.385, -0.410, -0.207], [-2.724, 0.521, 0.178], [-2.221, -0.585, 1.276], [1.237, -0.222, -0.428], [0.009, 0.415, -0.860], [1.582, 0.217, 0.989], [1.076, -1.292, -0.487], [2.064, 0.029, -1.076], [0.176, 1.101, -1.514], [0.812, -0.049, 1.705], [2.491, -0.285, 1.325], [1.745, 1.294, 1.006]], "nbo_charge": [-0.879, 0.450, 0.488, 0.450, 0.446, -0.072, -0.794, -0.631, 0.177, 0.199, 0.512, 0.192, 0.239, 0.224], "homo_lumo_gap_ev": 11.128, "spin_multiplicity": 1, "e_lumo_ev": -3.871, "charge": 1}

Energies relative to the minimum, hartree: one) 0.0343; two) 0.0000

one) {"formula": "C2H10NO", "method": "ωB97M-V with the def2-TZVPD basis set", "species": ["C", "C", "N", "H", "H", "H", "H", "H", "H", "H", "H", "O", "H", "H"], "xyz": [[-1.131, -0.093, 1.445], [-0.581, -1.115, 0.467], [0.859, -0.908, 0.095], [-0.588, -0.055, 2.404], [-2.171, -0.403, 1.642], [-1.143, 0.919, 1.007], [-1.180, -1.125, -0.464], [-0.695, -2.104, 0.952], [1.507, -0.800, 0.900], [0.915, -0.050, -0.489], [1.181, -1.714, -0.478], [1.259, 2.550, -2.189], [0.276, 2.592, -2.182], [1.491, 2.305, -3.113]], "nbo_charge": [-0.640, -0.235, -0.682, 0.234, 0.262, 0.227, 0.235, 0.235, 0.452, 0.457, 0.452, -0.953, 0.472, 0.484], "homo_lumo_gap_ev": 11.198, "spin_multiplicity": 1, "e_lumo_ev": -3.836, "charge": 1}

two) {"formula": "C2H10NO", "method": "ωB97M-V with the def2-TZVPD basis set", "species": ["C", "O", "H", "H", "H", "H", "C", "N", "H", "H", "H", "H", "H", "H"], "xyz": [[0.164, 1.963, 0.740], [1.240, 1.119, 0.358], [2.145, 1.432, 0.342], [0.419, 2.982, 0.877], [-0.622, 1.865, -0.015], [-0.293, 1.539, 1.635], [-1.067, -1.682, -0.454], [0.333, -1.128, -0.491], [0.678, -0.873, 0.436], [0.948, -1.810, -0.928], [0.331, -0.203, -0.914], [-1.664, -1.074, 0.217], [-1.077, -2.760, -0.411], [-1.534, -1.370, -1.391]], "nbo_charge": [-0.248, -0.810, 0.515, 0.214, 0.166, 0.181, -0.435, -0.675, 0.461, 0.444, 0.462, 0.242, 0.250, 0.233], "homo_lumo_gap_ev": 11.564, "spin_multiplicity": 1, "e_lumo_ev": -3.498, "charge": 1}

Energies relative to the minimum, hartree: one) 0.0000; two) 0.0242

one) {"formula": "C3H12O4", "method": "ωB97M-V with the def2-TZVPD basis set", "species": ["C", "O", "C", "C", "O", "H", "H", "H", "H", "H", "H", "H", "H", "H", "H", "O", "H", "H", "O"], "xyz": [[-1.476, 1.117, -0.099], [-1.493, 2.336, -0.819], [-0.133, 0.797, 0.526], [-0.021, -0.629, 1.030], [1.314, -0.968, 1.365], [-2.268, 1.036, 0.646], [-1.703, 0.339, -0.821], [-1.481, 3.062, -0.186], [0.617, 0.896, -0.267], [0.200, 1.526, 1.275], [-0.615, -0.820, 1.926], [-0.386, -1.304, 0.253], [1.928, -0.497, 0.789], [-2.495, -2.200, -1.348], [-3.358, -1.673, -0.167], [-2.792, -2.393, -0.452], [3.655, 0.494, -1.469], [5.095, 0.451, -1.004], [4.292, -0.084, -1.032]], "nbo_charge": [-0.057, -0.711, -0.450, -0.056, -0.717, 0.155, 0.167, 0.465, 0.189, 0.202, 0.175, 0.165, 0.468, 0.472, 0.471, -0.939, 0.466, 0.471, -0.936], "homo_lumo_gap_ev": 10.615, "spin_multiplicity": 1, "e_lumo_ev": 0.540, "smiles": "OCCCO.O.O"}

two) {"formula": "C3H12O4", "method": "ωB97M-V with the def2-TZVPD basis set", "species": ["O", "C", "C", "C", "H", "H", "H", "H", "H", "H", "H", "H", "O", "H", "H", "O", "H", "H", "O"], "xyz": [[-0.150, 0.920, -1.842], [-0.332, -0.192, -1.416], [-1.613, -0.627, -0.770], [-1.444, -1.090, 0.685], [0.473, -0.940, -1.461], [-2.431, 0.095, -0.886], [-2.074, -1.461, -1.315], [-0.755, -1.942, 0.702], [-0.945, -0.327, 1.281], [-2.347, -1.414, 1.194], [2.623, 1.127, 1.212], [1.143, 1.366, 1.007], [1.846, 0.724, 0.821], [1.606, -1.227, 0.986], [2.257, -2.554, 1.410], [1.502, -2.195, 0.968], [-1.382, 1.987, 0.557], [-0.192, 2.556, -0.234], [-0.504, 2.361, 0.667]], "nbo_charge": [-0.554, 0.458, -0.527, -0.621, 0.130, 0.209, 0.231, 0.245, 0.206, 0.218, 0.474, 0.504, -0.978, 0.500, 0.468, -0.976, 0.482, 0.497, -0.965], "homo_lumo_gap_ev": 10.575, "spin_multiplicity": 1, "e_lumo_ev": 0.671, "smiles": "CCC=O.O.O.O"}

three) {"formula": "C3H12O4", "method": "ωB97M-V with the def2-TZVPD basis set", "species": ["O", "C", "C", "C", "H", "H", "H", "H", "H", "H", "H", "H", "O", "H", "H", "O", "H", "H", "O"], "xyz": [[0.061, 1.686, -0.394], [0.764, 1.448, 0.550], [0.504, 2.147, 1.894], [-0.934, 1.967, 2.312], [1.533, 0.659, 0.549], [0.788, 3.187, 1.704], [1.230, 1.793, 2.607], [-1.640, 2.285, 1.552], [-1.194, 2.538, 3.200], [-1.163, 0.922, 2.537], [-1.838, -2.975, -1.752], [-1.510, -4.370, -2.128], [-2.053, -3.884, -1.496], [2.061, -2.092, -0.764], [3.184, -1.131, -0.226], [2.251, -1.207, -0.446], [0.225, -0.710, -1.250], [-1.071, -0.122, -1.436], [-0.522, -0.796, -1.862]], "nbo_charge": [-0.548, 0.450, -0.512, -0.608, 0.131, 0.227, 0.205, 0.225, 0.216, 0.208, 0.483, 0.460, -0.944, 0.488, 0.485, -0.966, 0.477, 0.477, -0.954], "homo_lumo_gap_ev": 10.262, "spin_multiplicity": 1, "e_lumo_ev": 0.395, "smiles": "CCC=O.O.O.O"}

four) {"formula": "C3H12O4", "method": "ωB97M-V with the def2-TZVPD basis set", "species": ["C", "C", "O", "C", "H", "H", "H", "H", "H", "H", "H", "H", "O", "H", "H", "O", "H", "H", "O"], "xyz": [[-1.301, 0.857, -1.079], [-0.186, 0.548, -0.413], [0.711, -0.397, -0.926], [0.347, 1.105, 0.875], [-2.136, 1.263, -0.529], [-1.368, 0.670, -2.139], [0.695, -0.348, -1.889], [-0.006, 2.119, 1.035], [0.164, 0.443, 1.710], [1.436, 1.118, 0.746], [0.390, -3.275, 0.456], [-0.224, -1.908, 0.173], [-0.177, -2.602, 0.845], [1.188, 2.337, -2.022], [1.023, 2.032, -3.486], [1.702, 2.107, -2.805], [-0.872, -1.654, 2.485], [-1.230, -1.859, 3.935], [-1.252, -1.190, 3.244]], "nbo_charge": [-0.541, 0.329, -0.729, -0.687, 0.225, 0.197, 0.489, 0.228, 0.254, 0.237, 0.480, 0.492, -0.970, 0.472, 0.465, -0.935, 0.491, 0.465, -0.962], "homo_lumo_gap_ev": 9.796, "spin_multiplicity": 1, "e_lumo_ev": 0.467, "smiles": "C=C(C)O.O.O.O"}

Energies relative to the minimum, hartree: one) 0.0239; two) 0.0000; three) 0.0142; four) 0.0261

one) {"formula": "C10H10N2", "method": "ωB97M-V with the def2-TZVPD basis set", "species": ["C", "C", "C", "C", "C", "C", "C", "C", "C", "C", "N", "N", "H", "H", "H", "H", "H", "H", "H", "H", "H", "H"], "xyz": [[-2.854, -0.721, -0.061], [0.492, 0.660, -2.383], [-0.542, -0.076, -2.057], [1.685, -0.071, -0.083], [-0.159, -1.301, 1.496], [1.367, -0.196, -1.581], [0.122, -1.073, -1.196], [-0.773, 0.015, 1.195], [-2.053, 0.216, 0.599], [0.270, -0.605, 0.247], [-3.533, -1.395, -0.680], [-2.554, 1.491, 0.552], [0.669, 1.531, -3.054], [2.390, -0.887, 0.170], [2.096, 0.902, 0.281], [0.433, -1.250, 2.464], [-0.817, -2.185, 1.473], [1.973, -0.781, -2.268], [0.087, -2.039, -1.493], [-0.396, 0.940, 1.695], [-2.093, 2.263, 0.917], [-3.533, 1.555, 0.344]], "nbo_charge": [0.198, -0.341, 0.134, -0.395, -0.405, -0.182, -0.284, -0.255, 0.067, -0.025, -0.328, -0.751, 0.223, 0.220, 0.212, 0.228, 0.237, 0.209, 0.227, 0.224, 0.389, 0.398], "homo_lumo_gap_ev": [8.326, 6.730], "spin_multiplicity": 1, "e_lumo_ev": [0.415, 0.149]}

two) {"formula": "C10H10N2", "method": "ωB97M-V with the def2-TZVPD basis set", "species": ["C", "C", "C", "C", "C", "C", "C", "C", "C", "C", "H", "H", "H", "H", "H", "H", "H", "H", "H", "H", "N", "N"], "xyz": [[-1.305, -2.353, 0.233], [-2.343, -0.191, -0.218], [-2.183, 1.179, -0.094], [-0.876, 1.844, -0.076], [0.243, 0.976, -0.031], [1.645, 1.473, 0.111], [2.724, 0.682, -0.002], [2.573, -0.669, -0.214], [1.295, -1.295, -0.184], [0.108, -0.466, -0.180], [-1.044, -2.434, 1.382], [-2.282, -2.896, 0.075], [-0.502, -2.773, -0.386], [-3.285, -0.527, -0.242], [-3.010, 1.858, 0.017], [-0.038, 3.442, 0.264], [1.886, 2.470, 0.304], [3.725, 1.157, 0.249], [3.436, -1.272, -0.285], [1.398, -2.361, -0.470], [-1.266, -0.985, -0.153], [-0.900, 3.142, -0.101]], "nbo_charge": [-0.399, 0.046, -0.304, 0.216, -0.128, -0.135, -0.243, -0.164, -0.278, 0.201, 0.193, 0.219, 0.209, 0.207, 0.231, 0.313, 0.209, 0.220, 0.212, 0.231, -0.387, -0.669], "homo_lumo_gap_ev": 7.732, "spin_multiplicity": 1, "e_lumo_ev": 0.172, "smiles": "[H]/N=c1/ccn(C)c2ccccc12"}

Energies relative to the minimum, hartree: one) 0.2043; two) 0.0000

one) {"formula": "C2H4N2O2S", "method": "ωB97M-V with the def2-TZVPD basis set", "species": ["C", "C", "N", "N", "O", "O", "S", "H", "H", "H", "H"], "xyz": [[0.711, 0.377, 1.179], [0.103, 0.154, -0.233], [2.096, 0.380, 1.029], [2.734, 1.235, 1.900], [3.536, 2.846, 0.171], [0.209, 0.532, 2.243], [3.573, 2.477, 1.550], [2.272, 0.437, 0.062], [0.200, -0.964, -0.311], [0.746, 0.837, -0.862], [-0.967, 0.497, -0.334]], "nbo_charge": [0.681, -0.736, -0.476, -0.552, -0.908, -0.534, 1.426, 0.370, 0.253, 0.223, 0.253], "homo_lumo_gap_ev": [9.106, 9.105], "spin_multiplicity": 1, "e_lumo_ev": [-0.601, -0.601]}

two) {"formula": "C2H4N2O2S", "method": "ωB97M-V with the def2-TZVPD basis set", "species": ["C", "C", "H", "H", "H", "H", "N", "N", "O", "O", "S"], "xyz": [[-0.906, 0.298, -0.431], [-0.177, -1.469, 1.033], [1.214, 1.640, -1.503], [-1.836, -0.318, -0.211], [1.799, 0.067, 1.303], [-1.231, -1.611, 0.895], [-1.130, 1.355, -1.185], [0.180, -0.319, 0.254], [1.312, 0.090, 0.062], [0.609, -1.851, 1.903], [0.166, 2.116, -2.119]], "nbo_charge": [0.224, 0.480, 0.102, 0.173, 0.455, 0.146, -0.579, -0.132, -0.464, -0.569, 0.164], "homo_lumo_gap_ev": 8.183, "spin_multiplicity": 1, "e_lumo_ev": -0.328}

Energies relative to the minimum, hartree: one) 0.0000; two) 0.1168